No. 1
ORCA calculation (ωB97M-V/def2-TZVPD) on a molecular structure, C19H42B2Br16O7S in a non-equilibrium geometry.

ORCA input file:
```
! RIJCOSX wB97M-V def2-TZVPD def2/J DEFGRID3
* xyz 0 1
C -1.9014 3.5549 0.3767
C -0.5356 2.9995 -0.2060
O 0.5860 3.2941 0.6495
B 1.5761 2.3242 0.6031
O 1.2661 1.0350 1.0410
O 2.9092 2.6434 0.1181
S 3.0593 2.3336 -1.5703
O 1.8374 2.7311 -2.2712
O 3.2496 0.6443 -1.6086
B 2.1508 -0.0350 -2.2637
O 0.8200 0.0156 -1.8673
O 2.4608 -0.8574 -3.3689
C 3.4916 -1.8067 -2.9518
H -2.7640 2.9196 0.0540
H -1.8596 3.4954 1.4899
H -2.0516 4.6059 0.0340
H -0.6837 1.9145 -0.4171
H -0.3664 3.5689 -1.1595
H 1.8616 0.3777 0.6444
H 0.3225 0.5559 -2.5145
H 3.2079 -2.8117 -3.3650
H 4.4792 -1.5597 -3.4156
H 3.5547 -1.9234 -1.8434
Br 3.9496 1.7809 1.5689
C 5.3698 1.0163 2.7024
C 4.8294 -0.0221 3.6559
Br 3.9054 0.8084 5.1565
H 5.8545 1.8493 3.2095
H 6.0727 0.5627 2.0023
H 5.6394 -0.5969 4.1064
H 4.1235 -0.7066 3.1894
Br 5.0409 1.0083 -2.6529
C 6.8355 1.4498 -3.3097
C 7.7261 0.2331 -3.3245
Br 8.3416 -0.2167 -1.5302
H 7.2162 2.2519 -2.6802
H 6.6882 1.8273 -4.3229
H 8.6337 0.4250 -3.8956
H 7.2347 -0.6527 -3.7218
Br 3.5109 -2.8125 6.0247
C 1.8575 -2.2625 6.8912
C 1.9132 -2.4914 8.3787
Br 1.6703 -4.3739 8.8139
H 1.0494 -2.8044 6.4046
H 1.7619 -1.1992 6.6697
H 1.0921 -1.9761 8.8759
H 2.8543 -2.1815 8.8267
Br -5.5988 3.8743 -2.8102
C -6.4064 2.9474 -1.2994
C -6.8931 3.9183 -0.2591
Br -5.4123 4.6184 0.7946
H -5.6626 2.2490 -0.9201
H -7.2401 2.3882 -1.7236
H -7.5413 3.4185 0.4602
H -7.4184 4.7722 -0.6802
Br 0.0694 1.2071 -5.0663
C 1.0919 2.7761 -5.6023
C 1.5225 2.6832 -7.0422
Br 3.0272 1.4644 -7.2539
H 1.9253 2.8623 -4.9090
H 0.4163 3.6184 -5.4568
H 1.8852 3.6476 -7.3958
H 0.7342 2.3319 -7.7038
Br -10.0463 1.0308 -0.3807
C -8.9267 -0.5167 -0.7694
C -8.5353 -0.5625 -2.2239
Br -10.0072 -1.1837 -3.3366
H -9.4794 -1.3956 -0.4464
H -8.0458 -0.3950 -0.1393
H -7.7349 -1.2847 -2.3820
H -8.2284 0.4044 -2.6161
Br -2.8704 0.5711 -1.7127
C -2.4207 -1.2899 -2.0721
C -3.6171 -2.1876 -1.8921
Br -3.9929 -2.5031 -0.0073
H -1.5884 -1.5451 -1.4200
H -2.0826 -1.3062 -3.1081
H -3.4227 -3.1738 -2.3123
H -4.5253 -1.7828 -2.3325
Br -1.6423 -5.0566 6.8653
C -0.5300 -6.6309 6.5958
C 0.0936 -6.6356 5.2246
Br -1.1960 -7.1518 3.8585
H -1.1583 -7.4982 6.7847
H 0.2393 -6.5696 7.3651
H 0.8840 -7.3830 5.1659
H 0.4935 -5.6672 4.9330
*
```

No. 2
ORCA calculation (ωB97M-V/def2-TZVPD) on 6 unconnected molecules or ions with the total composition C19H42BN6O8S in a non-equilibrium geometry.

ORCA input file:
```
! RIJCOSX wB97M-V def2-TZVPD def2/J DEFGRID3
* xyz -1 1
C 0.5642 -0.2075 0.1831
B -0.6234 0.5716 -0.6581
O -1.4274 1.3141 0.3639
C -2.7861 1.1419 -0.0953
S -3.0319 2.4980 -1.3277
C -2.6640 -0.3613 -0.6259
N -3.8843 -1.0940 -1.1031
C -4.6448 -1.2235 -0.1568
O -5.4416 -0.9598 0.6460
O -1.5460 -0.2911 -1.4733
H 1.0896 -0.9128 -0.5117
H 0.1774 -0.7724 1.0771
H 1.2571 0.5873 0.5720
H -0.0447 1.2224 -1.5033
H -3.4845 1.1619 0.7890
H -2.6854 3.6886 -0.7176
H -2.2606 -0.9281 0.2674
C 0.3248 -4.4316 -2.7339
O 0.6936 -3.9001 -1.7051
N -0.7621 -4.0781 -3.4572
C -1.1262 -4.7716 -4.6731
C -1.5969 -2.9687 -3.0071
H 0.8752 -5.2835 -3.1752
H -1.1271 -4.0626 -5.5051
H -2.1264 -5.1974 -4.5582
H -0.4190 -5.5739 -4.8891
H -0.9977 -2.0603 -2.9495
H -1.9846 -3.1913 -2.0127
H -2.4253 -2.8173 -3.6969
C 3.9579 0.8753 -1.7113
O 2.8592 0.8235 -1.2128
N 4.5453 -0.1376 -2.4062
C 5.8664 -0.0127 -2.9798
C 3.8154 -1.3834 -2.5738
H 4.5921 1.7785 -1.6398
H 5.8048 -0.1546 -4.0625
H 6.5203 -0.7772 -2.5504
H 6.2865 0.9718 -2.7734
H 2.8761 -1.1847 -3.0934
H 3.5857 -1.8033 -1.5927
H 4.4081 -2.0957 -3.1475
C -1.2085 4.5825 1.1276
O -1.8182 5.2281 0.2892
N -0.0045 4.9129 1.6418
C 0.6551 4.0873 2.6312
C 0.6472 6.1271 1.1902
H -1.6098 3.6434 1.5384
H 0.8124 4.6741 3.5345
H 1.6192 3.7595 2.2356
H 0.0510 3.2123 2.8711
H 0.0037 6.9836 1.4042
H 0.8047 6.0714 0.1108
H 1.6038 6.2532 1.6949
C 2.6520 5.2489 5.1067
O 2.7618 5.9174 4.0976
N 3.6657 4.6080 5.7347
C 3.4545 3.8283 6.9372
C 5.0051 4.7059 5.1845
H 1.6783 5.1096 5.6057
H 4.0587 4.2450 7.7470
H 3.7565 2.7947 6.7534
H 2.4054 3.8456 7.2305
H 5.3066 5.7548 5.1529
H 5.0063 4.3131 4.1659
H 5.7079 4.1412 5.7951
C -4.7486 -5.5863 -2.5998
O -4.5054 -4.5624 -3.2043
N -4.9784 -5.6751 -1.2667
C -5.2619 -6.9398 -0.6222
C -4.9396 -4.4675 -0.4568
H -4.8031 -6.5633 -3.1118
H -6.2447 -6.8892 -0.1466
H -4.5007 -7.1353 0.1371
H -5.2586 -7.7535 -1.3474
H -5.6870 -3.7620 -0.8249
H -3.9536 -4.0071 -0.5431
H -5.1429 -4.7051 0.5864
*
```

No. 3
ORCA calculation (ωB97M-V/def2-TZVPD) on 3 unconnected molecules or ions with the total composition C19H42BrO2P.

ORCA input file:
```
! RIJCOSX wB97M-V def2-TZVPD def2/J DEFGRID3
* xyz 0 1
C 6.7490 -2.1364 -2.3364
C 5.2670 -1.9947 -2.1453
O 4.6663 -2.4226 -1.1945
O 4.6589 -1.3046 -3.1507
C 3.8677 -0.1869 -2.7133
C 2.4580 -0.5378 -2.2180
C 1.8942 -1.8716 -2.7258
C 0.3893 -1.8039 -3.0076
C -0.1971 -3.2128 -3.2340
P -0.8943 -4.0986 -1.7869
Br -2.2149 -2.5248 -0.9011
H 7.1010 -2.9765 -1.7345
H 7.2189 -1.2221 -1.9646
H 7.0106 -2.2938 -3.3818
H 4.4208 0.3683 -1.9462
H 3.8015 0.4721 -3.5836
H 1.7771 0.2814 -2.4806
H 2.4766 -0.5711 -1.1236
H 2.0669 -2.6340 -1.9577
H 2.4059 -2.2149 -3.6300
H 0.2297 -1.2256 -3.9259
H -0.1363 -1.3000 -2.1942
H 0.6239 -3.8772 -3.5464
H -0.9416 -3.2338 -4.0326
H 0.2072 -3.9352 -0.9146
C -5.9709 -1.6396 -0.4511
C -6.4721 -0.2849 -0.9415
C -5.3889 0.7933 -0.9421
C -4.7952 1.1097 0.4318
C -5.8109 1.5515 1.4842
C -6.5453 2.8380 1.1196
H -5.6202 -1.5911 0.5810
H -6.7634 -2.3880 -0.4930
H -5.1455 -1.9896 -1.0729
H -7.3237 0.0347 -0.3344
H -6.8521 -0.3924 -1.9609
H -5.7961 1.7068 -1.3844
H -4.5760 0.4770 -1.6039
H -4.0443 1.8973 0.3119
H -4.2540 0.2363 0.8062
H -5.2859 1.6980 2.4317
H -6.5373 0.7538 1.6620
H -5.8403 3.6593 0.9741
H -7.2390 3.1294 1.9093
H -7.1238 2.7263 0.2013
C 4.0612 0.4292 1.3895
C 4.0525 0.9206 2.8334
C 2.7529 0.6027 3.5713
C 1.4996 1.2422 2.9702
C 1.5457 2.7653 2.8588
C 1.6831 3.4708 4.2045
H 3.2754 0.9062 0.8002
H 5.0149 0.6533 0.9076
H 3.9095 -0.6514 1.3425
H 4.2450 1.9969 2.8551
H 4.8807 0.4549 3.3736
H 2.8546 0.9074 4.6164
H 2.6121 -0.4825 3.5889
H 0.6382 0.9579 3.5825
H 1.3124 0.8197 1.9790
H 0.6276 3.1040 2.3718
H 2.3656 3.0691 2.2017
H 0.8529 3.2114 4.8647
H 1.6843 4.5543 4.0795
H 2.6109 3.1991 4.7102
*
```

| no. | gap between HOMO and LUMO (eV) | highest occupied orbital energy (eV) |
| --- | --- | --- |
| 1 | 9.29 | -9.2 |
| 2 | 5.68 | -3.6 |
| 3 | 9.75 | -9.1 |